The following is a DFT calculation (the ωB97M-V functional and the def2-TZVPD basis) of a 2-piece molecular cluster, C2H9N2S2 overall in a non-equilibrium geometry.

Properties
Lowest unoccupied orbital energy: -0.1328 Eh
Orbital gap: 9.2 eV
Relative energy (zero: lowest compared OMol25 entry of this formula, charge and spin): 4.5 kcal/mol
Highest occupied orbital energy: -0.4705 Ha
Total charge: +1

Geometry (Å):
H  1.5259  1.4095  -1.4604
C  1.9517  1.5427  1.8099
H  -2.7004  -2.6028  -0.9891
H  1.5161  2.5057  1.5684
H  0.0125  -1.5096  -1.1934
S  0.9152  0.3236  0.9639
N  -0.7717  -2.0986  -1.4824
H  2.9565  1.5932  1.4001
H  -1.3051  -0.3041  0.1764
N  -2.0496  -0.9958  0.1059
H  -0.5468  -3.0343  -1.7937
H  -2.8501  -0.9016  0.7113
C  -1.8868  -1.9214  -0.7946
H  1.9487  1.4139  2.8811
S  0.3822  1.3715  -0.7477